(1)
The following is a quantum chemistry calculation of the molecule C2H3N3 in a non-equilibrium geometry, from the Open Molecules 2025 dataset.

Geometry as XYZ:
```
8
Properties=species:S:1:pos:R:3:forces:R:3:lowdin_charge:R:1
C -0.505713 -0.232600 0.425993 -0.456 0.084 -0.229 -0.258
C -0.940565 0.925517 0.032282 0.509 -0.029 0.050 0.147
N 1.672952 -0.147902 -0.458781 -0.220 -0.192 -1.811 -0.071
N 0.889313 -0.349865 0.696188 0.600 0.171 1.035 -0.138
N 1.530397 0.934973 0.310160 -0.121 -0.377 0.606 0.087
H -1.094127 -1.125306 0.634705 0.067 0.076 -0.026 0.090
H -1.642764 1.672879 -0.217784 -0.578 0.171 -0.117 0.024
H 2.563750 -0.637184 -0.494782 0.199 0.096 0.494 0.117
```
Forces are in eV/Å.

Output
Energy above the lowest of the compared OMol25 structures with the same formula, charge and spin in eV: 7.539
Maximum force in eV Å⁻¹: 1.83
LUMO level (spin up / spin down) in eV: 0.029 / 0.122

(2)
The following is a quantum chemistry calculation of the molecule C4H4ClF in a non-equilibrium geometry, from the Open Molecules 2025 dataset.

Geometry as XYZ:
```
10
Properties=species:S:1:pos:R:3:forces:R:3:lowdin_charge:R:1
C -1.365299 -0.106577 -2.061616 -1.716 -2.588 1.566 0.065
C -0.902188 0.630595 -1.077121 1.302 2.651 -1.904 -0.352
F -0.479705 1.917401 -1.531235 -0.283 -0.906 0.735 -0.041
C -0.379735 0.434908 0.242228 0.697 -0.328 2.933 -0.119
C 0.296517 -0.690365 0.515859 -0.141 1.805 0.328 -0.566
Cl 1.264320 -1.053332 1.882596 -0.327 0.271 0.388 0.639
H -1.305879 0.268471 -3.087799 -0.442 -0.399 0.501 0.079
H -1.897200 -1.086410 -1.669989 1.315 1.876 -1.548 0.122
H -0.347746 1.224035 1.052715 -0.478 -0.692 -1.391 0.137
H 0.478943 -1.367422 -0.234046 0.074 -1.691 -1.608 0.036
```
Forces are in eV/Å.

Output
Energy above the lowest of the compared OMol25 structures with the same formula, charge and spin in eV: 0.697
Maximum force in eV Å⁻¹: 3.51
LUMO level in eV: 0.434
SMILES string: C=C(F)/C=C/Cl

(3)
The following is a quantum chemistry calculation of C4H7NO as an isolated structure in a non-equilibrium geometry, from the Open Molecules 2025 dataset.

Geometry as XYZ:
```
13
Properties=species:S:1:pos:R:3:forces:R:3:lowdin_charge:R:1
C -1.852084 1.172776 0.481452 0.830 0.901 -0.879 0.051
C 2.627759 0.227296 -0.806743 0.581 -1.266 -0.987 -0.057
C -1.002751 0.218696 0.265866 4.349 2.340 -1.349 -0.170
C -0.920207 -1.206721 0.463750 1.137 -0.646 0.915 -0.074
N 1.420545 -0.054220 -0.488973 0.868 0.367 0.181 -0.148
O 0.550440 0.941601 -0.387712 -3.437 -1.051 1.218 -0.136
H -1.719179 2.228253 0.238786 0.250 -0.487 0.106 0.087
H -2.791193 0.841693 0.762943 -1.889 -0.346 0.839 0.049
H 3.185039 -0.704488 -0.897250 0.199 0.154 0.159 0.049
H 3.209222 1.082349 -1.221588 -1.308 0.118 0.765 0.078
H -1.030004 -1.728711 -0.455660 -0.392 -0.516 -0.819 0.078
H 0.043686 -1.612805 0.883252 -0.880 0.959 -0.232 0.104
H -1.721275 -1.405720 1.161871 -0.308 -0.526 0.083 0.090
```
Forces are in eV/Å.

Output
Energy above the lowest of the compared OMol25 structures with the same formula, charge and spin in eV: 5.098
Maximum force in eV Å⁻¹: 5.12
LUMO level in eV: 0.928

(4)
The following is a quantum chemistry calculation of CH3IO2 as an isolated structure in a non-equilibrium geometry, from the Open Molecules 2025 dataset.

Geometry as XYZ:
```
7
Properties=species:S:1:pos:R:3:forces:R:3:lowdin_charge:R:1
C -0.575697 -0.110870 -0.589203 0.552 0.078 -2.170 -0.956
O 0.157187 -1.153434 -0.210701 4.516 1.343 4.620 -0.120
O 0.048774 1.070374 -0.223883 -0.786 0.203 -0.059 -0.095
I -2.680618 -0.045228 0.128329 0.114 -0.160 0.026 0.700
H -0.609018 -0.262326 -1.703591 -0.891 0.681 0.787 0.111
H 1.004709 -0.651240 0.572435 -4.044 -2.355 -3.337 0.304
H -0.662361 1.731953 -0.249584 0.539 0.211 0.133 0.056
```
Forces are in eV/Å.

Output
Energy above the lowest of the compared OMol25 structures with the same formula, charge and spin in eV: 1.689
Maximum force in eV Å⁻¹: 6.60
LUMO level in eV: 0.319

(5)
The following is a quantum chemistry calculation of an isolated ion of composition C3H8N3O and charge +1 in a non-equilibrium geometry, from the Open Molecules 2025 dataset.

Geometry as XYZ:
```
15
Properties=species:S:1:pos:R:3:forces:R:3:lowdin_charge:R:1
N 1.437719 -0.940497 0.419293 -1.381 1.121 -3.902 0.298
C 0.272144 -0.029134 0.575995 1.682 5.709 -0.479 -0.379
O 1.007472 1.323442 1.261282 -1.180 -3.792 -1.997 -0.017
C -0.518672 0.422352 -0.644418 0.499 -0.425 -0.871 -0.079
C -1.915138 0.103641 -0.177283 -1.464 -1.060 -2.250 -0.170
N -1.790468 -0.633117 1.038004 -1.110 -0.109 0.199 0.104
N -0.638495 -0.668781 1.423303 0.795 -1.316 2.389 0.063
H 2.280267 -0.387169 0.550497 0.525 -0.478 0.816 0.183
H 1.422669 -1.385423 -0.551531 0.302 0.969 1.240 0.215
H 1.074966 -1.648902 0.986278 0.982 -2.058 2.427 0.134
H 0.500503 1.667444 2.005142 -0.406 -0.314 0.194 0.084
H -0.315626 -0.144305 -1.598792 0.112 0.361 1.098 0.145
H -0.425426 1.451506 -0.907114 0.580 0.753 0.147 0.121
H -2.697964 0.861701 -0.030491 0.560 0.097 -0.180 0.148
H -2.287841 -0.600179 -0.976543 -0.497 0.544 1.170 0.152
```
Forces are in eV/Å.

Output
Energy above the lowest of the compared OMol25 structures with the same formula, charge and spin in eV: 3.770
Maximum force in eV Å⁻¹: 5.97
Charge: +1
LUMO level in eV: -4.619
SMILES string: [NH3+][C@@]1(O)CCN=N1

(6)
The following is a quantum chemistry calculation of a 17-piece molecular cluster, C28H90O17 overall in a non-equilibrium geometry, from the Open Molecules 2025 dataset.

Geometry as XYZ:
```
135
Properties=species:S:1:pos:R:3:forces:R:3:lowdin_spin:R:1
C 5.775402 0.892469 -1.158869 -0.390 -0.557 0.694 0.000
O 4.795854 1.311493 -2.092989 0.875 0.457 0.087 0.001
H 6.164945 -0.097699 -1.395365 0.082 -0.179 -0.203 0.000
H 6.642098 1.538557 -1.019153 -0.298 0.494 -0.625 0.000
H 5.302951 0.812053 -0.179873 0.079 -0.019 0.285 0.000
H 4.201358 0.560445 -2.157046 -0.138 -0.083 -0.267 0.001
C -3.382960 -1.954988 -2.822779 0.297 -0.133 0.682 0.033
O -4.796337 -1.928259 -2.901582 -0.270 -0.317 0.339 0.020
H -2.967024 -0.975209 -2.587978 0.118 0.240 -0.796 0.010
H -3.051842 -2.520294 -1.951632 -0.575 -0.474 0.110 0.001
H -2.940103 -2.478067 -3.670353 0.136 0.510 -0.266 0.009
H -5.086366 -1.148273 -3.380232 0.234 0.141 -0.122 0.013
C -2.534531 -5.321383 1.995719 0.450 0.039 -0.094 0.001
O -2.681649 -4.211270 1.147947 0.595 -0.033 -0.037 0.001
H -2.827395 -5.059501 3.012458 -0.319 -0.324 0.139 0.000
H -3.080281 -6.164530 1.572218 -0.115 -0.256 0.419 0.000
H -1.473967 -5.568981 2.040512 0.047 -0.140 -0.100 0.000
H -3.518555 -3.796184 1.369070 -0.569 0.425 -0.190 0.000
C 2.962389 0.771368 2.885304 0.612 0.051 1.373 0.001
O 3.231292 0.801533 1.519904 -0.089 0.224 -0.201 0.001
H 2.776243 1.771896 3.275693 -0.547 -0.007 -0.290 0.000
H 2.199993 0.046588 3.170868 -0.511 0.244 -0.162 0.000
H 3.837619 0.459787 3.455394 0.392 -0.173 0.043 0.000
H 3.704780 -0.016107 1.350015 -0.034 -0.266 -0.829 0.000
C -2.628806 1.419185 3.002216 0.520 0.373 -0.234 0.008
C -1.575801 2.460217 3.376072 -0.826 0.489 -0.089 0.006
C -1.923452 3.343584 4.583620 1.044 -0.179 -0.224 0.010
O -0.282684 1.828689 3.465138 -0.770 0.502 0.594 0.001
H -2.447436 1.129985 1.967046 -0.146 -0.117 -0.020 0.002
H -3.632222 1.837164 3.083207 -0.021 -0.142 0.076 0.005
H -2.512666 0.523842 3.612922 -0.225 -0.023 0.201 0.001
H -1.509973 3.187058 2.566452 0.276 -0.250 -0.359 0.004
H -2.799125 3.975705 4.436233 -0.423 -0.617 -0.034 0.004
H -1.136210 4.094594 4.649470 0.336 -0.171 0.340 0.001
H -1.941395 2.742294 5.492591 -0.299 0.240 0.185 0.001
H -0.383837 1.054723 4.024018 0.133 -0.199 0.051 0.001
C -5.885572 -0.776640 2.208950 0.720 0.227 1.797 0.008
C -4.657266 -1.706276 2.313857 0.524 1.000 1.091 0.001
C -4.120917 -2.140856 3.782809 -0.776 0.939 -1.707 0.002
O -4.946892 -2.892251 1.682239 -0.758 -2.337 -0.612 0.003
H -6.302085 -0.573948 1.222270 0.357 -0.422 -0.173 0.002
H -5.592531 0.186393 2.627052 -0.038 0.233 -0.073 0.003
H -6.658491 -1.145264 2.883346 -0.261 -0.145 -0.176 0.001
H -3.844190 -1.268548 1.734714 0.348 0.479 0.384 0.000
H -4.894291 -2.709053 4.299658 -0.084 0.128 -0.005 0.000
H -3.812624 -1.278843 4.374413 -0.207 0.051 -0.016 0.001
H -3.244503 -2.781160 3.682748 -0.031 -0.003 -0.275 0.000
H -5.477147 -2.733288 0.897911 0.008 0.026 -0.212 0.001
C -6.248224 2.841587 -1.629126 -0.954 0.922 -0.090 0.026
C -4.706839 2.647064 -1.545710 -1.917 -1.390 0.267 0.034
C -4.458095 1.253022 -0.950252 -0.163 0.383 0.354 0.020
O -4.276667 2.652846 -2.859963 0.088 0.509 -0.933 0.109
H -6.883610 1.956034 -1.616018 0.513 -0.486 0.309 0.002
H -6.609483 3.321816 -2.538505 0.823 0.045 -0.511 0.002
H -6.710129 3.529235 -0.920695 0.425 -0.076 0.771 0.005
H -4.266895 3.408747 -0.901994 0.176 0.241 -0.214 0.010
H -5.163124 0.553804 -1.399838 0.164 -0.133 -0.064 0.003
H -4.678056 1.309707 0.115811 0.048 -0.236 0.320 0.004
H -3.441561 0.890293 -1.102546 0.065 0.184 0.001 0.010
H -3.349278 2.897191 -2.902788 0.671 -0.009 -0.181 0.056
C 3.359863 -4.112360 0.403437 -0.424 0.354 0.246 0.000
C 4.304864 -2.907697 0.630905 1.524 -2.096 -2.582 0.000
C 5.657620 -3.077993 -0.202670 -0.567 -0.378 1.382 0.000
O 3.760136 -1.692511 0.166613 -0.591 0.436 1.756 0.000
H 2.528736 -4.036602 1.104564 -0.193 0.090 -0.065 0.000
H 3.792318 -5.094176 0.596096 0.493 0.163 0.049 0.000
H 2.912385 -4.160603 -0.589314 0.125 0.252 -0.134 0.000
H 4.521482 -2.947660 1.698416 0.072 0.965 0.009 0.000
H 6.181730 -4.001347 0.043969 -0.067 -0.135 0.233 0.000
H 6.328291 -2.259296 0.058164 -0.051 0.117 -0.240 0.000
H 5.502284 -3.130227 -1.280277 -0.338 0.325 0.015 0.000
H 3.689810 -1.698697 -0.790784 -0.006 0.004 -0.757 0.000
C 2.405000 3.943634 -2.103345 0.089 -0.184 0.186 0.007
C 2.153559 5.318575 -1.481469 1.298 -0.181 -0.372 0.004
C 3.062446 6.354308 -2.190442 -0.454 -0.062 0.785 0.001
O 0.829237 5.765004 -1.518319 -0.126 0.386 -0.595 0.018
H 3.436845 3.630131 -1.944871 0.217 0.231 -0.016 0.000
H 2.234998 3.927197 -3.179884 -0.259 0.033 -0.003 0.003
H 1.841742 3.146446 -1.618245 -0.437 0.076 -0.093 0.003
H 2.417199 5.231784 -0.427404 0.487 0.132 0.257 0.001
H 2.852680 7.348652 -1.796258 -0.236 0.123 -0.196 0.000
H 2.906317 6.324797 -3.268799 -0.087 0.081 0.016 0.000
H 4.120499 6.196519 -1.981351 0.005 -0.387 -0.039 0.000
H 0.294215 5.095066 -1.086437 -0.616 -0.186 -0.025 0.002
C 0.387459 0.096479 -0.887821 -0.132 1.102 -1.107 0.013
C 0.052081 -0.746476 0.292322 -0.504 0.703 -1.721 0.002
C -1.402708 -1.210144 0.257898 0.057 0.451 1.635 0.002
O 0.851119 -1.860705 0.150461 0.853 -2.139 0.672 0.001
H -0.119547 1.060463 -0.845667 0.110 0.188 -0.146 0.011
H 0.140288 -0.382736 -1.835116 -0.438 -0.161 0.107 0.009
H 1.464496 0.238232 -0.977244 0.205 0.370 0.388 0.001
H 0.392385 -0.184612 1.162157 -0.745 0.008 0.679 0.000
H -2.063080 -0.365511 0.454420 -0.023 0.143 -0.200 0.001
H -1.521870 -1.872531 1.115296 -0.255 -0.281 0.011 0.000
H -1.772359 -1.734466 -0.623322 0.695 0.174 -0.093 0.001
H 1.769439 -1.596171 0.241662 0.467 -0.085 -0.071 0.000
C 2.131826 2.180240 -5.975388 -0.337 0.145 -0.671 0.020
C 1.948072 0.694537 -5.766288 1.152 -0.216 0.769 0.019
C 3.166174 -0.132989 -6.242766 -0.664 0.410 -0.675 0.005
O 1.841368 0.391318 -4.377205 1.083 -0.466 0.138 0.022
H 1.213834 2.728965 -5.764945 0.036 -0.011 0.616 0.019
H 2.246605 2.371158 -7.042385 0.422 -0.026 -0.198 0.002
H 2.986827 2.572997 -5.425093 -0.089 0.020 0.041 0.000
H 1.030455 0.383417 -6.265564 0.007 -0.207 -0.191 0.015
H 3.469669 0.198731 -7.235713 -0.161 -0.080 -0.237 0.001
H 2.876950 -1.181690 -6.311235 0.183 -0.092 0.118 0.002
H 4.068414 -0.012089 -5.643227 -0.290 0.072 0.463 0.000
H 1.016889 0.732530 -4.023085 -0.915 0.162 -0.031 0.009
C 0.414750 -2.864967 3.205283 -0.016 0.148 -0.360 0.000
C 1.278671 -3.395839 4.327011 1.499 1.918 0.670 0.000
C 2.543922 -2.494958 4.502274 0.363 -0.393 -1.415 0.000
O 0.669896 -3.233845 5.596816 -1.216 -0.715 0.306 0.001
H 0.794239 -3.284990 2.273806 -0.418 -0.159 -0.085 0.000
H 0.478429 -1.791186 3.029109 0.337 0.243 0.431 0.000
H -0.657024 -3.031108 3.313915 0.069 -0.608 0.061 0.000
H 1.555645 -4.432903 4.137591 -0.077 -0.157 0.038 0.000
H 3.111239 -2.397730 3.576642 -0.082 0.062 -0.396 0.000
H 3.308964 -2.851253 5.192114 -0.377 -0.281 0.458 0.000
H 2.233552 -1.487886 4.780790 -0.107 -0.170 0.148 0.000
H 1.262097 -3.654867 6.224222 -0.081 0.046 0.222 0.000
O 3.484850 -1.213533 -2.703730 0.644 -0.571 0.899 0.003
H 3.674287 -1.942977 -3.293863 0.055 -0.137 -0.158 0.001
H 2.929635 -0.627092 -3.217594 -0.970 0.669 -0.786 0.001
O -0.350366 -4.243917 -0.391880 0.230 -0.861 -0.342 0.002
H -1.111587 -4.223836 0.188102 -0.523 0.112 0.069 0.000
H 0.090948 -3.408639 -0.237642 0.374 0.501 0.012 0.000
O -0.702224 0.955325 -3.929123 0.700 -0.541 0.355 0.163
H -1.366954 0.701262 -4.569294 -0.578 -0.159 -0.550 0.073
H -0.993150 1.808362 -3.606755 -0.385 0.872 0.299 0.068
O -1.005341 3.818123 -0.350206 -0.405 0.297 -0.562 0.034
H -1.801188 3.956761 0.163256 -0.351 0.165 -0.033 0.009
H -0.331672 3.619562 0.300162 0.735 -0.585 0.462 0.002
O 0.878088 2.770458 1.309450 0.202 0.651 -0.438 0.005
H 1.634143 2.193786 1.199669 0.400 -0.235 -0.372 0.001
H 0.455271 2.461900 2.110851 0.004 -0.360 0.429 0.001
```
Forces are in eV/Å.

Output
Maximum force in eV Å⁻¹: 3.66
2S+1: 2
Charge: -1
LUMO level (spin up / spin down) in eV: 1.900 / 1.857